1.
ORCA calculation (ωB97M-V/def2-TZVPD) on 2 unconnected molecules or ions with the total composition C23H35BrClFNO9PS in a non-equilibrium geometry.

CARTESIAN COORDINATES (ANGSTROEM)
C  -2.80517  -2.20596  -0.35473
C  -3.83069  -1.36810  0.20693
O  -4.62771  -0.44671  -0.55968
C  -4.10733  0.88901  -0.44879
O  -4.93775  1.81613  -0.49208
C  -2.53344  1.15296  -0.31613
C  -1.64179  1.12279  -1.59899
Br  -2.59921  0.75369  -3.28728
C  -0.10507  1.34713  -1.46627
C  0.71957  1.31909  -2.83655
C  1.47310  -0.09815  -3.10102
C  0.69705  -1.36502  -2.44189
C  0.88917  -2.59816  -3.49574
C  1.42874  -1.81383  -1.08150
C  0.80815  -3.19030  -0.47503
C  0.62547  -3.10341  1.12578
C  1.51815  -2.44941  2.02089
C  3.12945  -2.45759  1.87649
C  0.83330  -1.67160  3.27755
N  0.56636  1.57038  -0.17273
P  2.28933  1.77292  0.06149
O  2.74826  0.60190  0.97274
O  2.55461  3.28311  0.85502
O  3.29400  1.75754  -1.26980
C  -0.23947  1.63567  1.06272
C  0.32536  1.91932  2.51785
C  -0.15758  3.38395  3.06600
C  -0.26756  3.37661  4.68149
S  -1.91849  3.97803  5.30446
C  -1.80018  1.42308  1.03042
C  -2.73338  1.47736  2.33681
C  -3.70741  2.75244  2.23188
F  -3.26250  3.70687  1.23726
H  -2.92376  -2.72367  -1.37460
H  -1.82224  -2.37996  0.21454
H  -4.05200  -1.48965  1.33412
H  1.44447  2.22385  -2.87268
H  0.05541  1.47530  -3.77094
H  2.58027  -0.09039  -2.83083
H  1.42857  -0.28579  -4.24461
H  -0.43298  -1.21797  -2.35213
H  0.22401  -3.47467  -3.13560
H  0.51234  -2.28104  -4.52306
H  1.97781  -2.93629  -3.47250
H  2.54529  -1.91806  -1.32568
H  1.20431  -1.00248  -0.29957
H  1.47906  -4.05753  -0.80714
H  -0.25700  -3.26429  -0.90912
H  -0.28429  -3.63395  1.60125
H  3.55590  -3.52651  1.96697
H  3.42444  -1.99167  0.86093
H  3.55458  -1.76252  2.69599
H  1.50434  -0.84126  3.68546
H  0.64421  -2.48543  4.07801
H  -0.17023  -1.26535  2.91774
H  3.48635  3.50235  0.61206
H  4.05221  1.14951  -1.05903
H  1.44908  1.88764  2.65344
H  -0.11137  1.12469  3.23777
H  0.62529  4.14635  2.72728
H  -1.15417  3.65910  2.55604
H  0.55020  4.02990  5.14138
H  -0.10681  2.30807  5.05616
H  -2.58590  2.85105  5.80660
H  -3.39011  0.52232  2.31987
H  -2.17067  1.45074  3.32517
H  -3.74813  3.30058  3.23174
H  -4.76257  2.39887  1.94225
O  1.38231  -1.16206  -6.34980
Cl  1.81045  -2.33599  -7.09289
O  2.95030  -1.99604  -7.91478
O  0.72640  -2.79502  -7.93293
O  2.17926  -3.38450  -6.16448

## Properties
net charge = 0
HOMO level = -7.82 eV
electronic energy = -149723.781 eV
orbital gap = 4.62 eV
LUMO = -3.2 eV

***

2.
ORCA calculation (ωB97M-V/def2-TZVPD) on a gas-phase ion, C3HO5S2 (charge -1) in a non-equilibrium geometry.

CARTESIAN COORDINATES (ANGSTROEM)
C  1.90886  0.37644  -0.69683
C  -1.87673  -0.68220  -0.49456
C  1.15888  0.86905  0.59157
O  -2.26044  -1.02244  -1.53840
O  2.77861  -0.01778  -1.37670
O  -2.20766  -0.08618  0.51358
O  -0.31867  -1.10148  -0.40642
O  1.34809  -1.67643  1.27252
S  0.25762  2.25136  0.65289
S  0.27156  -0.75586  1.02988
H  -1.06012  1.84552  0.45246

## Properties
net charge = -1
HOMO level = -4.96 eV
electronic energy = -35034.389 eV
orbital gap = 8.05 eV
LUMO = 3.1 eV

***

3.
ORCA calculation (ωB97M-V/def2-TZVPD) on a gas-phase ion, C10H21BrN3 (charge +1) in a non-equilibrium geometry.

CARTESIAN COORDINATES (ANGSTROEM)
C  0.63243  -3.60485  -1.40316
C  0.95538  -3.12428  0.03235
C  0.32705  -1.71996  0.55556
C  0.60001  -1.44689  1.99072
N  1.03007  -0.58710  -0.22656
C  0.59082  0.65390  -0.08297
N  -0.47990  1.11007  0.52905
C  -1.02605  1.69134  1.49435
C  -2.56867  1.64653  1.75142
C  -3.47688  1.50291  0.45187
Br  -3.02529  0.12441  -0.97775
N  1.36443  1.72777  -0.85542
C  1.95470  1.14782  -2.09003
C  0.96861  3.12105  -0.93525
H  1.28710  -4.43391  -1.81182
H  -0.38804  -4.01463  -1.42661
H  0.64915  -2.84982  -2.18646
H  0.60339  -3.79254  0.70813
H  2.03840  -2.94010  0.10386
H  -0.77254  -1.56069  0.43640
H  1.59574  -1.24197  2.21718
H  0.01089  -0.55888  2.28942
H  0.28127  -2.33340  2.63667
H  1.94899  -0.79811  -0.63425
H  -0.34403  2.09465  2.31599
H  -2.74577  0.74760  2.34066
H  -2.87846  2.49647  2.21067
H  -3.49293  2.34312  -0.21568
H  -4.40726  1.31600  0.88100
H  2.82375  0.55562  -1.90113
H  2.19290  1.85845  -2.81482
H  1.19717  0.45116  -2.48241
H  -0.04057  3.26763  -0.76825
H  1.13938  3.46262  -1.95317
H  1.45476  3.68803  -0.17956

## Properties
net charge = +1
SMILES = CC[C@@H](C)NC(/N=C/CCBr)=[N+](C)C
HOMO level = -12.79 eV
electronic energy = -85214.939 eV
orbital gap = 9.26 eV
LUMO = -3.5 eV

***

4.
ORCA calculation (ωB97M-V/def2-TZVPD) on a gas-phase ion, C6H15NO (charge +1) in a non-equilibrium geometry.

CARTESIAN COORDINATES (ANGSTROEM)
C  1.31817  0.21428  -0.79097
C  1.99820  1.47215  -1.36156
O  1.27544  1.97859  -2.38178
C  0.12815  0.56167  0.07063
N  -0.78312  -0.49003  0.50538
C  -0.80369  -0.72961  1.97538
C  -2.18826  -1.04999  2.27445
C  -0.83935  -1.76791  -0.26123
H  1.04226  -0.43661  -1.70930
H  2.03596  -0.48025  -0.43727
H  2.08992  2.25326  -0.63429
H  2.88784  1.10479  -1.71945
H  0.53213  2.45135  -1.98188
H  0.46304  1.24650  0.80583
H  -0.54647  1.02310  -0.63758
H  -0.17853  -1.61140  2.15782
H  -0.33568  0.12627  2.48660
H  -2.48146  -1.94230  1.52170
H  -3.01533  -0.24075  2.29340
H  -2.32586  -1.48834  3.23689
H  -1.45254  -2.60954  0.24773
H  0.09899  -2.39595  -0.31711
H  -1.21516  -1.60219  -1.23664

## Properties
net charge = +1
multiplicity = 2
HOMO level (alpha / beta) = -14.03 / -14.01 eV
expectation value of S² = 0.754
electronic energy = -9992.545 eV
orbital gap (alpha / beta) = 11.29 / 6.67 eV
LUMO (alpha / beta) = -2.7 / -7.3 eV